## one
ORCA calculation (wB97M-V/def2-TZVPD) on an isolated molecule of C5H10N2.

CARTESIAN COORDINATES (ANGSTROEM)
N  2.9157  0.0126  0.1924
N  0.8127  -0.0408  0.8993
C  -0.5657  -0.6053  0.8958
C  -0.8293  1.6751  -0.4173
C  1.7174  -0.1983  -0.1502
C  -0.3191  0.8898  0.8163
C  -1.0230  -1.5544  -0.3031
H  -0.5884  -2.6167  -0.2749
H  -0.9970  -0.9493  1.9416
H  1.2442  -0.4395  -1.1016
H  -1.7597  2.1603  -0.1477
H  3.5764  -0.0050  -0.5756
H  -0.4991  1.3217  1.8053
H  -0.1100  2.4876  -0.8414
H  -2.0585  -1.6275  -0.2282
H  -0.6749  -1.3664  -1.3217
H  -0.8417  0.8561  -1.1891

Results
LUMO level   0.92 eV
Molecular weight   98.15 g/mol
Frontier orbital gap   9.74 eV
HOMO level   -8.83 eV
SMILES   [H]/N=C/N1[C@H](C)[C@@H]1C

***

## two
ORCA calculation (wB97M-V/def2-TZVPD) on an isolated molecule of C5H10N2.

CARTESIAN COORDINATES (ANGSTROEM)
N  0.1454  0.1218  -0.3193
N  -1.6269  1.5558  0.0368
C  1.1085  -0.8931  0.1722
C  2.2994  0.0615  -0.1784
C  1.1732  1.1653  -0.0582
C  -2.0946  -0.8721  -0.1290
C  -1.2261  0.2939  -0.0467
H  3.0046  0.1396  0.6157
H  1.2148  2.0318  -0.6360
H  0.9921  -1.8408  -0.3880
H  -3.1629  -0.6476  -0.2489
H  -2.6662  1.5975  0.0042
H  -1.9231  -1.5640  -0.8721
H  2.7325  -0.1214  -1.1751
H  1.0274  -1.0918  1.2739
H  -2.1194  -1.4766  0.8595
H  1.1215  1.5400  1.0894

Results
LUMO level   1.03 eV
Molecular weight   98.15 g/mol
Frontier orbital gap   9.68 eV
HOMO level   -8.65 eV
SMILES   [H]/N=C(\C)N1CCC1

***

Last place for stability: one

***

## one
ORCA calculation (wB97M-V/def2-TZVPD) on an isolated molecule of C5H10N2.

CARTESIAN COORDINATES (ANGSTROEM)
N  1.7414  1.0748  -1.4516
N  -0.5918  -2.2057  1.8612
C  -1.5237  -1.0958  1.5910
C  -1.3446  -0.4839  0.1967
C  1.8130  2.3110  -1.6294
C  0.5722  0.4014  -1.1310
C  -0.1115  0.3272  0.0075
H  2.7697  2.7300  -1.9072
H  0.2234  0.8738  0.8866
H  -2.5360  -1.4750  1.6057
H  0.1557  -2.2547  1.1816
H  -1.3716  -0.3652  2.3814
H  0.9724  3.0151  -1.5270
H  0.2143  -0.2191  -1.9367
H  -1.4478  -1.3039  -0.5163
H  -2.2066  0.1624  0.0114
H  -1.0407  -3.1200  1.8482

Results
LUMO level   1.06 eV
Molecular weight   98.15 g/mol
Frontier orbital gap   9.67 eV
HOMO level   -8.61 eV
SMILES   C=N/C=C/CCN

***

## two
ORCA calculation (wB97M-V/def2-TZVPD) on an isolated molecule of C5H10N2.

CARTESIAN COORDINATES (ANGSTROEM)
N  -0.7374  -1.5565  -0.2546
N  1.4188  0.3710  1.0708
C  -1.0102  -0.2097  0.2456
C  -0.9368  -0.4702  -1.2148
C  0.5553  0.5932  2.2323
C  0.0123  0.7089  0.8614
C  0.2244  0.0586  -2.0263
H  -0.0094  1.0475  -2.4369
H  1.1286  0.1636  -1.4176
H  0.7620  1.5134  2.7725
H  1.5899  -0.6242  0.9445
H  0.4484  -0.6084  -2.8658
H  0.2510  -1.7936  -0.1966
H  -1.8742  -0.5472  -1.7654
H  -0.1032  1.7302  0.4979
H  -2.0003  -0.1236  0.6943
H  0.2808  -0.2530  2.8587

Results
LUMO level   1.19 eV
Molecular weight   98.15 g/mol
Frontier orbital gap   10.45 eV
HOMO level   -9.26 eV
SMILES   C[C@H]1N[C@H]1[C@H]1CN1

***

Last place for stability: two

***

## one
ORCA calculation (wB97M-V/def2-TZVPD) on an isolated molecule of C5H6OS2.

CARTESIAN COORDINATES (ANGSTROEM)
S  -0.5468  1.2072  1.1176
S  0.8265  -1.8202  -1.2663
O  -2.0132  -1.0637  1.4256
C  0.8153  2.3963  -1.0487
C  -1.0061  -0.5979  0.9795
C  0.3379  -0.1395  -0.8487
C  0.1968  -1.1179  0.2472
C  0.8141  1.1554  -0.1959
H  -0.6054  0.0483  -1.3617
H  1.7851  0.9846  0.3180
H  -0.1444  2.5365  -1.5498
H  1.0348  -1.0502  0.9932
H  1.6053  2.3173  -1.7949
H  1.0057  3.3015  -0.4299

Results
LUMO level   0.22 eV
Molecular weight   146.24 g/mol
Frontier orbital gap   9.67 eV
HOMO level   -9.44 eV
SMILES   C[C@H]1SC(=O)[C@H]2S[C@@H]21

***

## two
ORCA calculation (wB97M-V/def2-TZVPD) on an isolated molecule of C5H6OS2.

CARTESIAN COORDINATES (ANGSTROEM)
S  -3.3280  -2.7700  -0.7533
S  -0.1946  2.2632  -0.1983
O  0.7574  3.3311  -0.3291
C  -1.3354  -1.1336  0.1342
C  -0.1390  -0.3903  0.3921
C  -2.5434  -1.4052  -0.8484
C  2.1253  0.8027  0.3432
C  0.6188  0.9093  0.2678
H  2.4564  0.4290  1.4208
H  2.4460  -0.0808  -0.4147
H  -2.9656  -0.5812  -1.5457
H  2.6854  1.7241  0.0825
H  0.6144  -1.0202  0.9056
H  -1.1977  -2.0780  0.5434

Results
LUMO level   -1.51 eV
Molecular weight   146.24 g/mol
Frontier orbital gap   7.23 eV
HOMO level   -8.74 eV

***

Last place for stability: two